No. 1
{"formula": "C5H3NO2", "method": "ωB97M-V/def2-TZVPD", "species": ["C", "C", "C", "C", "C", "H", "H", "H", "N", "O", "O"], "positions_angstrom": [[-0.17928, -0.02301, 0.57009], [-1.18412, 0.18112, -0.69067], [0.79537, -0.69705, -0.20347], [1.89270, -1.34366, -0.37222], [0.34923, 1.37031, 0.58662], [-1.91862, -0.07270, 1.43721], [-0.36015, 0.66427, -1.41141], [2.62030, -1.87012, -0.90396], [1.20581, 2.33175, 0.12089], [-0.82281, -0.71653, 1.51782], [-2.39842, 0.17562, -0.65089]], "nbo_charge": [-0.04, 0.45, -0.09, -0.08, 0.22, 0.49, 0.16, 0.24, -0.23, -0.61, -0.49], "e_tot_ev": -10809.9815, "max_force_ev_per_a": 13.73, "e_lumo_ha": -0.038, "homo_lumo_gap_ev": 9.31, "charge": 0, "mol_weight_g_mol": 109.08}

No. 2
{"formula": "C5H3NO2", "method": "ωB97M-V/def2-TZVPD", "species": ["C", "C", "C", "C", "C", "H", "H", "H", "N", "O", "O"], "positions_angstrom": [[1.54402, -0.08463, -0.10483], [1.41360, 1.19944, -0.12879], [-0.59104, 0.04820, -0.22880], [-1.99357, -0.05618, -0.13378], [-3.17010, -0.32971, 0.10253], [2.14905, -1.70317, 0.44257], [1.86702, 2.23069, -0.21239], [-4.25541, -0.90916, 0.25079], [0.33630, -0.82441, -0.26985], [2.70895, -0.84276, 0.11538], [-0.00882, 1.27168, 0.16716]], "nbo_charge": [0.36, -0.03, 0.45, -0.11, -0.14, 0.50, 0.25, 0.29, -0.47, -0.66, -0.44], "e_tot_ev": -10813.7037, "max_force_ev_per_a": 5.39, "e_lumo_ha": 0.006, "homo_lumo_gap_ev": 9.24, "charge": 0, "mol_weight_g_mol": 109.08}

Calculated HOMO energy in order - -0.380; -0.334 Eh